Record 1
{"formula": "C36H59BrNO4SiW", "method": "ωB97M-V/def2-TZVPD", "species": ["W", "C", "C", "C", "C", "C", "C", "C", "C", "C", "C", "C", "C", "C", "C", "C", "C", "C", "H", "H", "H", "H", "H", "H", "H", "H", "H", "H", "H", "H", "H", "H", "H", "H", "H", "H", "H", "H", "H", "H", "H", "H", "H", "H", "H", "H", "H", "O", "C", "O", "C", "C", "C", "C", "C", "N", "C", "O", "O", "H", "H", "H", "C", "C", "C", "C", "Si", "Br", "C", "C", "C", "C", "C", "C", "C", "C", "H", "H", "H", "H", "H", "H", "H", "H", "H", "H", "H", "H", "H", "H", "H", "H", "H", "H", "H", "H", "H", "H", "H", "H", "H", "H", "H"], "xyz": [[-0.236711, 0.431243, 2.639088], [-0.432909, -1.218812, 4.228964], [-0.357716, -1.893717, 2.985104], [0.953731, -1.641064, 2.437222], [1.581939, -0.844220, 3.462631], [0.784602, -0.632859, 4.610051], [1.183381, -0.109481, 5.966518], [1.035971, -1.185052, 7.050520], [0.383032, 1.137469, 6.200173], [2.686165, 0.276056, 5.916003], [1.920162, -2.278345, 1.402005], [2.789347, -3.265943, 2.215779], [1.416275, -2.931973, 0.154475], [2.876920, -1.225466, 0.792974], [-1.523361, -2.828770, 2.580930], [-1.408334, -3.939240, 3.674028], [-2.879281, -2.125179, 2.647491], [-1.392846, -3.470461, 1.257687], [-1.365441, -1.064556, 4.758154], [2.629646, -0.575998, 3.432773], [0.028229, -1.498553, 7.291311], [1.484482, -0.772885, 7.992018], [1.566200, -2.090841, 6.726541], [-0.675607, 0.933560, 6.340207], [0.585728, 1.755031, 5.295356], [0.785533, 1.647328, 7.072673], [3.335703, -0.550409, 5.703787], [2.944284, 0.601403, 6.918132], [2.916972, 1.150309, 5.284777], [2.156778, -4.078374, 2.536393], [3.292385, -2.786043, 3.046449], [3.603342, -3.609590, 1.560860], [1.018438, -3.939219, 0.259287], [2.289675, -3.066871, -0.495148], [0.639371, -2.348412, -0.362738], [3.292527, -0.617075, 1.596430], [2.336017, -0.543351, 0.150822], [3.746858, -1.682554, 0.292725], [-1.851962, -3.577769, 4.584121], [-0.361216, -4.238301, 3.800207], [-1.940466, -4.854451, 3.314189], [-3.051978, -1.663275, 3.621263], [-3.707033, -2.865881, 2.513872], [-2.940462, -1.375240, 1.842904], [-0.520508, -4.138877, 1.173591], [-1.359169, -2.750593, 0.454210], [-2.251079, -4.115628, 1.113518], [2.203829, 2.723179, 0.700253], [1.462923, 2.545262, 1.584126], [1.425052, 1.359599, 2.310220], [0.290443, 3.335654, 1.954231], [0.053378, 4.668110, 1.861783], [-1.209275, 5.170844, 2.256871], [-2.175095, 4.310365, 2.721821], [-1.812214, 2.972162, 2.807846], [-0.671241, 2.514766, 2.397149], [-2.671893, 1.892786, 3.307724], [-3.789851, 2.058253, 3.616142], [-1.983617, 0.725571, 3.430897], [0.771714, 5.320693, 1.406570], [-1.529112, 6.196713, 2.174896], [-3.196697, 4.578671, 3.004374], [-1.642932, -1.004287, -3.834641], [-1.210804, -0.868329, -5.324823], [-2.350258, -0.966333, -6.354199], [-0.212167, -1.979401, -5.653675], [-0.362631, 0.772809, -4.994856], [-0.672077, 0.023801, 0.339146], [-1.430830, 2.326490, -4.781677], [-1.106662, 3.369068, -3.710731], [-0.995642, 2.779552, -6.199816], [-2.959278, 2.009186, -4.590041], [1.508068, 0.905786, -4.551065], [2.027492, 2.389173, -4.302998], [1.619566, 0.059584, -3.248950], [2.378172, 0.227364, -5.605114], [-1.619107, -2.059937, -3.618087], [-2.658252, -0.665250, -3.667485], [-0.939655, -0.583935, -3.092013], [-2.810980, -1.962896, -6.286790], [-2.084569, -0.717551, -7.385886], [-3.137672, -0.241238, -6.107804], [-0.635855, -2.933270, -5.310228], [0.785469, -1.920814, -5.231665], [-0.177831, -2.188467, -6.722901], [-0.229525, 3.978106, -3.994017], [-0.904783, 2.892153, -2.752628], [-1.984678, 4.051559, -3.684110], [-0.121192, 3.395965, -6.195971], [-1.850276, 3.227937, -6.721185], [-0.785563, 1.961864, -6.948779], [-3.236001, 1.958912, -3.555825], [-3.284590, 1.074090, -5.137632], [-3.566394, 2.820804, -5.004495], [1.676029, 2.783244, -3.366050], [1.747831, 3.142351, -5.060488], [3.131424, 2.299054, -4.343365], [1.110351, 0.418216, -2.384738], [2.660068, 0.012610, -3.012783], [1.194160, -0.933576, -3.501075], [2.435169, 0.726788, -6.633494], [2.141260, -0.796630, -5.798827], [3.379163, 0.305717, -5.243422]], "forces_ev_per_a": [[1.5533, 0.4232, 0.6761], [-1.7401, 0.5061, 0.2706], [-0.9283, -0.8193, -0.8895], [0.6812, -0.4217, 0.9949], [1.0004, -0.2681, -0.0320], [0.3569, -1.1899, -0.3815], [1.2375, -0.0003, -0.7498], [0.4211, -0.0780, 0.3243], [0.0894, 0.5430, -0.2878], [-0.5607, 0.8675, 0.4766], [0.8714, 0.7899, -0.3168], [-0.0288, 0.3337, -0.6633], [-0.8273, -1.1450, -0.9913], [0.3630, 0.7073, 1.5127], [0.4483, 0.0942, 1.2657], [-0.2783, -0.5951, -1.1545], [-0.5068, -0.3421, 0.0960], [0.6843, -1.0134, -0.9260], [0.1558, -0.5383, 0.2220], [-0.2500, 0.3460, -0.2021], [-0.4253, 0.1999, -0.1469], [-0.2880, -0.5236, -0.8372], [0.1154, 0.2165, 0.3722], [-0.1507, 0.1588, -0.0512], [-0.4712, 0.2946, 0.6026], [-0.2022, 0.2412, 0.0176], [0.2950, -0.4826, -0.3273], [0.1205, 0.0370, 0.2118], [-0.1985, -0.4556, -0.1305], [0.1387, -0.5024, 0.3066], [-0.0892, 0.0480, 0.3547], [-0.4454, -0.2241, 0.1281], [0.0541, 0.0591, 0.2326], [-0.3554, 0.1861, -0.0539], [0.5075, -0.1099, 0.0373], [0.2514, 0.2089, -0.1602], [0.0175, 0.0830, -0.4632], [-0.6784, 0.0544, 0.0503], [-0.0130, -0.1322, 0.6052], [-0.1796, 0.0826, 0.2261], [0.2087, 0.7884, 0.4258], [-0.0799, 0.1380, -0.1647], [0.7643, 0.5382, -0.0261], [-0.2244, -0.1786, 0.3176], [-0.4506, 0.4005, 0.2148], [-0.0568, 0.1255, -0.3704], [-0.2786, -0.0109, -0.1362], [1.2086, 0.2928, -0.6579], [-0.7020, -0.7645, 0.1855], [0.1336, -0.0447, 0.0885], [-0.7257, 0.1724, 0.2528], [-0.6595, 1.0575, -0.2700], [-0.1643, -0.1642, -0.2243], [-0.2538, -0.8009, 0.3303], [-1.1433, 0.6732, -0.2247], [1.1736, -0.1892, 0.1089], [-0.1371, 0.5381, 0.2847], [-1.1212, -0.4419, 0.3200], [0.6281, -0.4989, -0.1842], [0.4184, 0.2277, 0.0828], [0.6100, 0.3708, -0.1691], [0.4667, 0.1526, -0.0141], [-0.2786, -0.3790, -0.1725], [0.9680, 0.3717, -0.6474], [-0.9117, 0.6806, 0.7806], [-0.4017, -1.2282, -0.2543], [-0.0934, 1.1890, 0.2757], [-0.3719, -0.0126, -0.2262], [-0.3740, -1.2750, 0.7022], [0.3275, 0.7172, -0.7966], [-1.2028, -0.8298, -0.8461], [0.2770, -0.7145, -2.1260], [-1.0224, 1.0605, -0.0984], [0.0809, -1.0480, -0.9524], [-0.4833, -0.6212, -1.5812], [0.0873, 1.2832, -1.7650], [-0.0862, -0.5108, 0.1981], [-0.0151, 0.3674, 0.1579], [-0.2415, 0.2501, -0.1469], [0.2416, 0.1975, -0.2225], [0.3904, -0.3865, 0.2287], [0.0820, -0.5391, -0.1814], [-0.0149, 0.1607, 0.3193], [-0.0880, 0.0731, -0.0428], [0.4637, 0.5828, -0.1354], [-0.3699, -0.2656, 0.2831], [-0.2545, 0.2228, 0.1867], [0.6460, -0.3084, 0.4086], [0.2939, 0.5454, 0.0134], [0.2669, 0.3955, 0.1354], [0.1199, -0.0938, 0.4981], [0.1206, -0.3183, 0.6375], [0.2702, 1.3061, 0.9523], [0.1938, 0.0652, -0.0903], [0.1068, 0.0061, 0.5519], [0.0898, -0.6244, 0.0410], [-0.5310, 0.3037, 0.3531], [-0.6024, 0.6827, 0.6123], [0.8081, -0.3974, 0.2471], [0.7227, 0.2295, 0.5564], [-0.4734, -0.3499, 1.4290], [-0.0353, -0.5465, 0.0496], [0.9349, -0.2633, 0.2781]], "homo_lumo_gap_ha": 0.2110, "lumo_energy_ev": -11.015, "charge": 3, "molar_mass_g_mol": 861.701, "total_energy_ha": -4692.5317, "e_above_lowest_kcal_mol": 0.0, "largest_force_ev_per_a": 2.3}


Record 2
{"formula": "C10H16AlClPt", "method": "ωB97M-V/def2-TZVPD", "species": ["Al", "Cl", "C", "C", "H", "H", "H", "H", "H", "H", "Pt", "C", "C", "H", "H", "H", "H", "H", "C", "C", "C", "C", "C", "C", "H", "H", "H", "H", "H"], "xyz": [[-3.284866, -0.867106, -2.558793], [-2.875267, 1.023266, -1.756565], [-3.586305, -2.106136, -0.959367], [-1.660591, -1.425884, -3.654528], [-3.792511, -3.135572, -1.277928], [-2.866779, -2.218383, -0.120791], [-4.524771, -1.773838, -0.490769], [-1.800210, -2.443249, -4.062089], [-0.613840, -1.411108, -3.265789], [-1.654776, -0.770678, -4.546629], [1.654002, -0.244502, -0.059535], [2.935405, -0.274147, -1.556041], [0.684687, -1.857809, 0.315527], [3.203997, -1.319632, -1.668484], [2.610771, 0.118993, -2.512243], [3.783542, 0.302813, -1.202182], [0.666868, -2.574956, -0.556831], [-0.242072, -1.662602, 0.889826], [0.908125, 2.799928, 3.575113], [1.389203, 3.267508, 2.351769], [1.566682, 2.406952, 1.248821], [1.233703, 1.057239, 1.399590], [0.659229, 0.589836, 2.574687], [0.531216, 1.480470, 3.653622], [0.734291, 3.451087, 4.431224], [1.642231, 4.313893, 2.270134], [2.085493, 2.705560, 0.339323], [0.465615, -0.467107, 2.647671], [0.146929, 1.035166, 4.551258]], "forces_ev_per_a": [[0.8114, -1.9623, 0.1227], [0.0801, 1.6339, 0.4917], [-0.4584, -0.1843, 0.2303], [0.1733, -0.0659, -0.6840], [-0.0302, -0.0580, -0.1907], [0.0465, 0.4425, -0.5794], [-0.0038, -0.0072, 0.0513], [-0.0882, 0.1176, 0.0831], [-0.7920, 0.2027, 0.2314], [0.0822, -0.1313, 0.1440], [0.6967, 1.1825, 0.1345], [1.0472, -0.7893, -2.6542], [-0.9314, 0.9487, 0.3206], [0.5852, -0.2714, -0.2868], [0.0118, 0.0555, -0.4621], [0.5438, 0.1363, 0.1521], [-0.0406, 0.5799, 1.0650], [0.0606, -0.8813, -0.3383], [-0.3249, 0.3461, -0.4026], [0.2983, -0.1446, -0.4973], [0.1187, -0.2093, 1.2672], [-1.8127, -1.8078, 0.4617], [0.6889, 1.9718, 0.9722], [-0.2129, -1.8664, -0.2807], [0.2082, 0.0570, -0.2426], [0.1307, 0.2453, -0.1113], [-0.2731, 0.3354, -0.0033], [-0.3931, -0.0819, 0.2821], [-0.2223, 0.2060, 0.7234]], "homo_lumo_gap_ha": [0.1468, 0.1820], "lumo_energy_ev": [4.949, 4.945], "charge": -2, "s2": 2.015, "molar_mass_g_mol": 393.751, "total_energy_ha": -1212.4184, "spin_multiplicity": 3, "largest_force_ev_per_a": 3.0}


Record 3
{"formula": "C21H20AsClN3O8S4SbTi", "method": "ωB97M-V/def2-TZVPD", "species": ["Ti", "O", "C", "O", "C", "C", "C", "C", "C", "N", "C", "O", "O", "H", "H", "H", "H", "H", "O", "C", "O", "C", "C", "Cl", "N", "N", "C", "C", "O", "O", "C", "C", "C", "C", "C", "C", "H", "H", "H", "H", "H", "H", "S", "As", "S", "S", "S", "C", "Sb", "C", "C", "H", "H", "H", "H", "H", "H", "H", "H", "H"], "xyz": [[-0.474377, 0.387176, -0.157730], [-4.978438, 1.331656, -0.705066], [-3.711860, 1.037079, -0.280579], [-2.969924, 0.339798, -0.986222], [-3.311076, 1.553589, 0.971828], [-4.082255, 2.357553, 1.845987], [-3.543624, 2.802510, 3.017793], [-2.196724, 2.461810, 3.346171], [-1.517603, 1.675045, 2.454439], [-2.021609, 1.206211, 1.304082], [-0.103341, 1.251402, 2.583508], [0.686982, 1.723837, 3.471437], [0.306026, 0.453030, 1.723923], [-5.033453, 0.930619, -1.582486], [-5.093199, 2.615465, 1.558858], [-4.125909, 3.426980, 3.683561], [-1.701763, 2.822363, 4.235482], [1.631820, 1.909646, 2.850997], [-2.330520, -3.799093, -3.955587], [-2.530996, -4.302930, -2.758743], [-3.047873, -5.386640, -2.589468], [-2.045723, -3.498732, -1.598840], [-2.136238, -3.876801, -0.273839], [-2.825575, -5.261426, 0.436805], [-1.593614, -2.902649, 0.489263], [-1.157908, -1.890235, -0.284473], [-1.423863, -2.229094, -1.531698], [-1.088043, -1.211849, -2.592498], [-1.279453, -1.517112, -3.782730], [-0.633356, -0.127545, -2.158960], [-1.427660, -2.868921, 1.907989], [-0.741777, -3.887713, 2.549254], [-0.558087, -3.814840, 3.920031], [-1.030414, -2.718791, 4.629124], [-1.709996, -1.703556, 3.971302], [-1.927493, -1.784803, 2.604392], [-1.848644, -2.891536, -3.922586], [-0.335121, -4.709683, 1.975355], [-0.007660, -4.595881, 4.428186], [-0.854339, -2.649112, 5.695118], [-2.068135, -0.837864, 4.513904], [-2.449706, -1.001269, 2.072674], [3.530865, 2.883426, -1.671164], [2.228498, 2.018060, -0.273863], [0.113387, 2.661672, -0.541711], [1.942736, -0.147437, -0.589049], [2.862970, 2.410038, 1.794770], [3.029754, -3.769156, 3.533795], [2.374922, -2.230693, 2.113263], [2.978119, -3.454975, 0.443385], [4.231653, -1.174060, 2.257586], [4.030304, -4.122899, 3.275571], [2.341754, -4.617931, 3.521885], [3.049890, -3.357763, 4.545411], [3.991199, -3.826541, 0.607842], [2.951092, -2.852942, -0.463121], [2.300270, -4.303817, 0.331118], [5.060845, -1.884346, 2.247489], [4.254478, -0.587891, 3.175867], [4.300285, -0.483439, 1.419546]], "forces_ev_per_a": [[-0.4645, 0.1434, -0.8710], [-0.0214, 0.0042, 0.0124], [-0.0279, -0.0208, -0.0191], [0.0343, 0.0531, 0.0329], [0.0402, 0.0096, 0.0535], [-0.0266, 0.0139, -0.0071], [-0.0140, 0.0254, 0.0116], [0.0193, -0.0851, -0.0764], [-0.2435, 0.0530, -0.0330], [0.0054, -0.0816, 0.1158], [0.4174, -0.0208, 0.4502], [-0.9192, 0.1089, 0.0829], [0.0650, -0.4040, 0.3515], [0.0045, -0.0107, -0.0098], [-0.0037, -0.0104, 0.0020], [-0.0030, -0.0026, 0.0032], [0.0154, -0.0035, -0.0009], [0.5428, 0.0435, -0.2275], [0.0088, -0.0716, 0.0194], [0.2606, -0.0986, -0.0250], [-0.1248, 0.0339, 0.0053], [-0.0766, -0.0022, 0.0102], [0.0362, -0.0100, 0.0122], [0.0027, 0.0061, -0.0021], [0.0858, -0.0436, -0.0156], [-0.0475, 0.0178, 0.1052], [-0.0429, 0.0318, -0.0129], [0.0721, 0.0426, 0.0569], [0.0232, -0.0754, -0.0511], [-0.1181, -0.2170, 0.0013], [-0.0326, 0.0057, -0.0108], [-0.0133, -0.0182, 0.0020], [-0.0350, -0.0147, 0.0210], [-0.0031, -0.0027, -0.0126], [0.0050, -0.0040, 0.0072], [-0.0107, 0.0216, -0.0032], [-0.1350, 0.1796, 0.0103], [0.0051, -0.0067, -0.0025], [-0.0028, 0.0075, -0.0045], [0.0007, 0.0001, -0.0009], [0.0032, 0.0011, -0.0004], [0.0050, 0.0218, -0.0040], [0.0625, 0.0450, 0.1162], [-0.0251, -0.0529, -0.0357], [0.2726, 0.0585, 0.0822], [0.0247, 0.1623, 0.0529], [0.3137, 0.1307, -0.1755], [0.0201, -0.0076, 0.0019], [0.0111, 0.0781, -0.0085], [-0.0051, -0.0238, -0.0024], [0.0214, -0.0001, 0.0018], [0.0016, 0.0006, 0.0048], [0.0207, 0.0004, -0.0061], [-0.0087, -0.0050, 0.0039], [-0.0011, -0.0009, 0.0031], [-0.0019, -0.0026, -0.0024], [-0.0015, -0.0011, 0.0004], [0.0056, 0.0075, -0.0173], [-0.0032, -0.0088, 0.0071], [0.0061, -0.0005, -0.0026]], "homo_lumo_gap_ha": [0.1911, 0.2231], "lumo_energy_ev": [3.916, 3.914], "charge": -2, "s2": 2.017, "molar_mass_g_mol": 850.674, "total_energy_ha": -6957.2108, "e_above_lowest_kcal_mol": 0.0, "spin_multiplicity": 3, "largest_force_ev_per_a": 1.0}